{
  "formula": "C31H40F5N6OSSiTb",
  "method": "ωB97M-V/def2-TZVPD",
  "homo_lumo_gap_ev": [6.632, 7.984],
  "charge": 2,
  "lumo_ev": [-6.03, -4.70],
  "s_squared": 12.615,
  "max_force_ev_per_a": 1.10,
  "spin_multiplicity": 7,
  "elements": ["Tb", "S", "Si", "F", "F", "F", "F", "F", "O", "N", "N", "N", "N", "N", "N", "C", "C", "C", "C", "C", "C", "C", "C", "C", "C", "C", "C", "C", "C", "C", "C", "C", "C", "C", "C", "C", "C", "C", "C", "C", "C", "C", "C", "C", "C", "C", "H", "H", "H", "H", "H", "H", "H", "H", "H", "H", "H", "H", "H", "H", "H", "H", "H", "H", "H", "H", "H", "H", "H", "H", "H", "H", "H", "H", "H", "H", "H", "H", "H", "H", "H", "H", "H", "H", "H", "H"],
  "positions_angstrom": [[0.191, -0.377, 0.928], [0.969, -2.978, 0.971], [-1.581, 2.794, 0.994], [-4.019, -3.145, 0.018], [-3.970, -5.854, -0.409], [-1.625, -7.186, -0.225], [0.642, -5.885, 0.421], [-1.754, -1.832, 0.597], [0.014, -0.628, -1.523], [2.050, 1.545, 1.711], [2.716, -0.630, -0.084], [-0.645, -0.693, 3.217], [-0.952, 1.467, 0.037], [-1.241, -0.961, 5.298], [1.379, 2.783, -2.406], [-1.656, -5.886, 0.012], [-2.040, 2.481, -3.395], [-1.215, 1.448, -1.323], [-1.453, -3.575, -3.188], [-0.494, -5.211, 0.341], [-0.693, 0.516, -3.539], [-1.715, -3.205, 0.459], [-1.359, -2.376, -2.498], [1.042, -2.472, -2.686], [-2.865, -5.207, -0.082], [-0.659, 0.446, -2.153], [-2.020, -0.517, 3.321], [2.028, 2.042, -1.275], [1.200, -1.225, 4.838], [4.196, 1.261, 0.488], [-0.489, -3.834, 0.578], [-0.107, -1.848, -2.238], [-1.963, 2.425, -2.015], [-3.451, 2.833, 1.190], [-0.865, 2.636, 2.751], [-1.371, 1.549, -4.176], [0.941, -3.676, -3.367], [-0.980, 4.477, 0.330], [-0.209, -0.970, 4.436], [-2.398, -0.678, 4.611], [3.125, 2.245, 0.958], [3.716, 0.322, -0.618], [-2.894, -3.844, 0.145], [3.128, 1.127, -1.785], [2.546, 3.016, -0.232], [-0.306, -4.231, -3.614], [1.804, -1.472, 3.967], [2.067, 3.287, -2.966], [5.043, 1.836, 0.110], [1.837, -4.171, -3.716], [0.845, 2.134, -3.008], [2.536, -1.343, -0.787], [0.693, 3.449, -2.042], [-1.760, 5.223, 0.500], [2.491, 1.154, 2.541], [-0.786, 4.479, -0.746], [1.739, 3.667, 0.114], [-1.683, 2.776, 3.462], [2.011, -2.018, -2.518], [-2.504, 3.161, -1.436], [-2.631, 3.256, -3.865], [-3.733, 3.662, 1.843], [-0.086, 4.842, 0.839], [-2.631, -0.279, 2.466], [-3.361, -0.612, 5.084], [-2.249, -1.839, -2.193], [1.623, -0.350, 5.335], [3.338, 3.644, -0.649], [4.563, 0.677, 1.337], [1.411, 2.255, 2.064], [3.607, 2.977, 1.611], [-1.414, 1.585, -5.255], [-0.135, 3.419, 2.971], [-3.825, 1.914, 1.648], [1.254, 1.446, -0.795], [1.252, -2.061, 5.535], [-3.988, 2.964, 0.249], [3.165, -1.154, 0.665], [-0.424, 1.669, 2.987], [-1.179, -1.173, 6.281], [-0.232, -0.271, -4.124], [-0.382, -5.163, -4.158], [4.585, -0.223, -0.996], [-2.428, -3.998, -3.396], [3.934, 1.717, -2.232], [2.742, 0.444, -2.548]]
}


{
  "formula": "C31H40FN7O3S4SbTi",
  "method": "ωB97M-V/def2-TZVPD",
  "homo_lumo_gap_ev": [4.006, 6.733],
  "charge": 1,
  "lumo_ev": [-2.73, -2.73],
  "s_squared": 2.032,
  "max_force_ev_per_a": 0.31,
  "spin_multiplicity": 3,
  "elements": ["Sb", "Ti", "S", "S", "S", "S", "F", "O", "O", "O", "N", "N", "N", "N", "N", "N", "N", "C", "C", "C", "C", "C", "C", "C", "C", "C", "C", "C", "C", "C", "C", "C", "C", "C", "C", "C", "C", "C", "C", "C", "C", "C", "C", "C", "C", "C", "C", "C", "H", "H", "H", "H", "H", "H", "H", "H", "H", "H", "H", "H", "H", "H", "H", "H", "H", "H", "H", "H", "H", "H", "H", "H", "H", "H", "H", "H", "H", "H", "H", "H", "H", "H", "H", "H", "H", "H", "H", "H"],
  "positions_angstrom": [[4.183, 1.572, 2.511], [1.924, 0.797, 0.736], [1.218, 3.155, 0.488], [1.285, 2.801, 4.237], [1.757, 5.126, -1.579], [2.101, 5.516, 3.176], [-2.597, -0.867, -3.998], [0.522, -0.179, -0.157], [1.430, -0.114, 2.365], [0.428, -1.405, 3.864], [3.118, 1.575, -0.989], [-0.301, 4.695, 3.263], [-6.506, -2.643, -5.289], [2.961, 2.800, -1.588], [-4.754, -2.364, -3.084], [3.418, -0.745, 0.225], [-2.577, -2.480, 1.292], [-0.463, 6.081, 2.855], [3.569, -1.894, 0.886], [-0.480, -0.888, 0.331], [4.115, 0.333, 4.233], [0.873, 6.465, 2.235], [-3.669, -3.248, 1.820], [4.499, -2.846, 0.511], [5.303, -2.595, -0.593], [0.930, 4.271, 3.572], [-5.536, -1.229, -3.538], [-2.586, -1.252, -2.687], [2.098, 3.539, -0.950], [4.966, 3.357, 3.359], [-1.586, -2.046, 2.125], [5.149, -1.406, -1.280], [4.194, -0.495, -0.844], [-6.837, -1.709, -4.152], [-3.373, -4.347, 2.790], [-3.653, -2.409, -0.881], [-5.648, -3.795, -4.829], [-4.394, -3.234, -4.189], [6.058, 0.842, 1.751], [-1.520, -1.281, -0.531], [3.993, 0.792, -1.496], [2.929, 5.264, -2.938], [-3.654, -2.004, -2.234], [0.482, -0.935, 2.748], [-2.610, -2.069, -0.045], [-1.531, -0.883, -1.892], [-0.546, -1.285, 1.708], [-3.813, -4.680, 1.394], [5.966, -0.206, 1.464], [6.824, 0.930, 2.521], [-7.419, -2.288, -3.437], [-6.244, -4.358, -4.113], [-2.337, -4.528, 3.038], [6.043, -3.317, -0.911], [2.924, -2.033, 1.745], [0.934, 6.165, 1.190], [4.274, -0.699, 3.920], [5.761, -1.169, -2.140], [-4.812, -5.067, 1.241], [-1.083, 4.114, 3.519], [4.588, -3.760, 1.081], [3.137, 0.407, 4.700], [-5.991, -2.118, -6.000], [1.074, 7.529, 2.326], [-1.277, 6.167, 2.136], [-4.483, -3.002, -0.526], [2.767, 6.249, -3.372], [4.309, 3.676, 4.164], [-3.789, -2.722, -4.955], [2.743, 4.494, -3.682], [-5.770, -0.590, -2.688], [5.028, 4.140, 2.605], [-0.687, 6.709, 3.722], [3.947, 5.182, -2.570], [-5.430, -4.411, -5.700], [-4.995, -0.607, -4.272], [-3.060, -5.057, 0.716], [-3.802, -4.065, -3.807], [-7.359, -2.986, -5.731], [-4.067, -4.492, 3.604], [-7.437, -0.896, -4.554], [4.587, 1.082, -2.358], [-1.649, -2.353, 3.158], [4.898, 0.621, 4.934], [-0.726, -0.279, -2.284], [-4.581, -2.678, 1.968], [6.366, 1.421, 0.880], [5.958, 3.141, 3.754]]
}